# 1
ORCA calculation (ωB97M-V/def2-TZVPD) on a single C21H29N5O2 molecule.

Results
Structure (SMILES) = Cc1cnn(CCCNC(=O)C[C@@H]2CCN(Cc3ccc(C(N)=O)cc3)C2)c1

The geometry in XYZ format:
```
57
Properties=species:S:1:pos:R:3:mulliken_charge:R:1
C 9.260 -2.009 -3.006 -1.23
C 8.111 -2.211 -2.070 0.32
C 7.028 -3.103 -2.200 -0.42
N 6.181 -3.011 -1.186 -0.98
N 6.700 -2.073 -0.388 0.76
C 5.988 -1.666 0.805 -0.90
C 4.769 -0.812 0.485 -0.21
C 4.060 -0.367 1.756 -0.86
N 2.867 0.428 1.478 -0.10
C 1.624 -0.101 1.711 0.49
O 1.404 -1.292 1.624 -0.62
C 0.534 0.916 1.998 -1.26
C -0.854 0.374 1.708 0.85
C -1.109 0.079 0.209 -0.80
C -2.389 0.850 -0.123 -0.80
N -3.047 1.006 1.171 0.21
C -4.131 1.963 1.166 -1.16
C -5.309 1.500 0.344 0.84
C -5.736 0.175 0.406 -0.30
C -6.827 -0.246 -0.331 -0.69
C -7.525 0.652 -1.134 0.77
C -8.699 0.130 -1.906 0.35
N -9.609 1.058 -2.320 -0.39
O -8.828 -1.051 -2.162 -0.62
C -7.096 1.972 -1.207 -0.85
C -5.992 2.387 -0.476 -0.82
C -1.966 1.356 2.076 -1.24
C 7.853 -1.566 -0.881 -0.10
H 10.132 -1.617 -2.484 0.33
H 9.550 -2.948 -3.476 0.33
H 9.009 -1.307 -3.804 0.24
H 6.838 -3.813 -2.990 0.46
H 5.690 -2.568 1.341 0.31
H 6.694 -1.119 1.433 0.29
H 5.078 0.061 -0.097 0.23
H 4.078 -1.389 -0.130 0.28
H 3.752 -1.244 2.328 0.37
H 4.734 0.226 2.380 0.41
H 2.950 1.416 1.657 0.28
H 0.624 1.204 3.052 0.33
H 0.722 1.820 1.409 0.47
H -0.985 -0.547 2.275 0.27
H -0.276 0.402 -0.417 0.37
H -1.234 -0.990 0.049 0.26
H -2.146 1.840 -0.549 0.29
H -3.039 0.336 -0.831 0.43
H -4.455 2.112 2.201 0.38
H -3.794 2.948 0.794 0.41
H -5.190 -0.522 1.029 0.41
H -7.160 -1.275 -0.303 0.43
H -9.642 1.970 -1.903 0.20
H -10.444 0.706 -2.754 0.24
H -7.590 2.677 -1.863 0.33
H -5.650 3.413 -0.555 0.35
H -2.286 1.280 3.117 0.42
H -1.627 2.396 1.901 0.29
H 8.403 -0.805 -0.352 0.35
```

=====

# 2
ORCA calculation (ωB97M-V/def2-TZVPD) on 10 unconnected molecules or ions with the total composition C46H122N10O13 in a non-equilibrium geometry.

Results
Structure (SMILES) = COC[C@H](C)N.COC[C@H](C)N.COC[C@H](C)N.COC[C@H](C)N.COC[C@H](C)N.COC[C@H](C)N.COC[C@H](C)N.COCCNCCOC.COCCNCCOC.COCCNCCOC

The geometry in XYZ format:
```
191
Properties=species:S:1:pos:R:3:mulliken_charge:R:1
C -0.662 4.618 6.521 -1.43
C -1.173 3.227 6.299 0.24
C -2.784 3.365 6.345 -0.70
O -3.652 2.334 6.051 -0.31
C -3.437 1.207 6.799 -0.68
N -0.828 2.937 4.911 -0.63
H -1.307 5.353 6.038 0.31
H 0.364 4.728 6.170 0.42
H -0.823 4.940 7.550 0.35
H -0.755 2.491 6.985 0.34
H -2.922 4.190 5.646 0.35
H -3.136 3.780 7.290 0.38
H -2.406 0.912 6.994 0.28
H -3.821 0.377 6.207 0.24
H -4.017 1.340 7.712 0.28
H 0.095 3.329 4.799 0.23
H -1.332 3.579 4.317 0.31
C -4.851 14.484 7.086 -1.45
C -5.731 14.620 5.855 0.52
C -5.290 13.631 4.799 -0.79
O -6.175 13.430 3.701 -0.34
C -5.619 13.178 2.421 -0.73
N -7.087 14.603 6.287 -0.67
H -3.821 14.754 6.856 0.38
H -4.942 13.616 7.739 0.37
H -5.096 15.313 7.750 0.36
H -5.474 15.599 5.452 0.17
H -5.022 12.684 5.267 0.34
H -4.323 13.971 4.428 0.41
H -6.460 12.924 1.775 0.26
H -5.064 12.240 2.440 0.32
H -4.982 13.975 2.039 0.30
H -7.482 15.510 6.087 0.28
H -7.555 13.897 5.736 0.29
C -4.440 -8.634 -3.561 -1.20
C -5.496 -9.247 -2.607 0.44
C -4.923 -10.455 -1.900 -0.77
O -4.348 -11.367 -2.904 -0.37
C -5.313 -12.282 -3.508 -0.78
N -5.876 -8.322 -1.486 -0.77
H -4.338 -9.328 -4.396 0.29
H -3.507 -8.644 -2.997 0.30
H -4.842 -7.688 -3.922 0.37
H -6.421 -9.355 -3.174 0.31
H -5.677 -10.931 -1.274 0.41
H -4.066 -10.300 -1.244 0.35
H -5.763 -11.894 -4.422 0.28
H -6.141 -12.690 -2.928 0.32
H -4.769 -13.132 -3.920 0.30
H -5.009 -8.224 -0.979 0.27
H -6.426 -8.617 -0.692 0.25
C -11.893 -0.028 -0.969 -1.47
C -11.420 -1.302 -0.176 0.56
C -12.618 -1.920 0.493 -0.80
O -12.126 -3.126 1.074 -0.36
C -11.931 -3.005 2.484 -0.73
N -10.672 -2.034 -1.159 -0.69
H -12.750 -0.147 -1.632 0.35
H -11.054 0.362 -1.547 0.38
H -12.193 0.730 -0.245 0.39
H -10.807 -0.911 0.636 0.26
H -13.397 -2.048 -0.258 0.40
H -13.035 -1.166 1.160 0.37
H -12.925 -3.021 2.932 0.30
H -11.351 -2.131 2.779 0.29
H -11.173 -3.739 2.757 0.29
H -10.159 -2.799 -0.745 0.25
H -11.180 -2.520 -1.884 0.22
C 3.196 -11.494 4.391 -1.47
C 4.435 -11.521 3.430 0.69
C 5.719 -11.334 4.098 -0.63
O 6.137 -10.036 4.551 -0.30
C 7.283 -9.969 5.386 -0.75
N 4.474 -12.786 2.781 -0.69
H 3.077 -10.515 4.856 0.30
H 3.382 -12.253 5.152 0.35
H 2.228 -11.679 3.925 0.40
H 4.174 -10.698 2.765 0.17
H 6.532 -11.723 3.485 0.27
H 5.741 -12.004 4.957 0.31
H 7.383 -10.634 6.244 0.31
H 7.226 -8.950 5.770 0.22
H 8.148 -10.112 4.740 0.32
H 3.584 -12.910 2.320 0.26
H 5.231 -12.889 2.119 0.22
C -1.390 -0.160 -7.562 -1.46
C -0.946 -1.538 -7.000 0.49
C 0.492 -1.827 -6.657 -0.64
O 0.434 -3.131 -6.145 -0.29
C 1.569 -3.551 -5.402 -0.84
N -1.823 -1.779 -5.891 -0.75
H -2.479 -0.111 -7.549 0.38
H -1.145 -0.092 -8.622 0.38
H -1.014 0.776 -7.148 0.34
H -1.281 -2.285 -7.720 0.29
H 0.701 -1.048 -5.924 0.35
H 1.008 -1.738 -7.613 0.30
H 1.563 -4.641 -5.426 0.29
H 1.720 -3.112 -4.416 0.33
H 2.581 -3.293 -5.716 0.34
H -1.528 -2.608 -5.394 0.29
H -1.526 -1.231 -5.096 0.21
C 4.450 3.680 -1.405 -1.21
C 4.892 3.083 0.000 0.51
C 6.325 2.400 0.145 -0.95
O 7.378 3.189 -0.541 -0.27
C 8.666 2.863 -0.092 -0.78
N 4.907 4.201 0.967 -0.69
H 3.508 3.178 -1.628 0.30
H 4.996 3.544 -2.338 0.30
H 4.198 4.719 -1.191 0.35
H 4.214 2.292 0.324 0.26
H 6.400 1.389 -0.254 0.45
H 6.520 2.188 1.196 0.42
H 9.358 3.472 -0.673 0.23
H 8.963 1.824 -0.236 0.31
H 8.741 2.895 0.995 0.33
H 4.900 5.012 0.365 0.17
H 5.682 4.367 1.594 0.27
C -3.229 4.363 -0.845 -0.85
O -3.334 3.066 -0.246 -0.26
C -3.822 2.286 -1.271 -0.64
C -4.262 1.011 -0.633 -0.64
N -3.104 0.208 -0.403 -0.33
C -3.482 -1.063 0.211 -0.65
C -2.142 -1.745 0.666 -0.62
O -2.397 -3.131 0.907 -0.32
C -1.317 -3.920 0.513 -0.79
H -2.871 4.449 -1.871 0.33
H -2.477 4.882 -0.250 0.26
H -4.141 4.959 -0.852 0.32
H -3.097 2.191 -2.080 0.38
H -4.642 2.665 -1.881 0.42
H -4.921 0.447 -1.294 0.49
H -4.706 1.426 0.272 0.28
H -2.663 0.500 0.458 0.25
H -3.988 -1.768 -0.448 0.38
H -4.120 -0.882 1.077 0.28
H -1.723 -1.333 1.584 0.31
H -1.325 -1.605 -0.042 0.45
H -1.222 -3.972 -0.572 0.35
H -1.640 -4.922 0.795 0.28
H -0.368 -3.874 1.046 0.30
C 6.043 -4.785 2.790 -0.66
O 7.104 -3.947 2.460 -0.37
C 8.342 -4.485 2.307 -0.65
C 8.457 -5.087 0.879 -0.55
N 8.327 -6.548 0.878 -0.40
C 7.800 -7.215 -0.313 -0.61
C 8.764 -7.311 -1.585 -0.41
O 8.001 -7.553 -2.751 -0.36
C 7.792 -8.940 -2.900 -0.68
H 5.150 -4.283 3.162 0.29
H 6.259 -5.491 3.591 0.28
H 5.706 -5.374 1.936 0.25
H 8.688 -5.147 3.102 0.41
H 8.905 -3.552 2.331 0.28
H 9.207 -4.783 0.149 0.42
H 7.601 -4.686 0.335 0.41
H 7.522 -6.784 1.440 0.25
H 6.909 -6.736 -0.718 0.31
H 7.510 -8.197 0.061 0.41
H 9.650 -7.925 -1.431 0.32
H 9.158 -6.296 -1.638 0.24
H 8.736 -9.457 -3.071 0.29
H 7.229 -9.219 -3.790 0.28
H 7.297 -9.406 -2.048 0.27
C 8.030 8.847 -1.606 -0.61
O 7.045 9.672 -2.321 -0.34
C 6.577 9.129 -3.523 -0.40
C 5.451 10.134 -3.954 -0.66
N 4.182 9.488 -4.413 -0.45
C 3.405 10.569 -5.065 -0.70
C 2.137 10.007 -5.789 -0.47
O 2.694 8.886 -6.510 -0.31
C 1.964 8.356 -7.618 -0.79
H 8.789 8.521 -2.317 0.28
H 7.429 7.985 -1.318 0.21
H 8.497 9.241 -0.703 0.27
H 6.285 8.135 -3.184 0.36
H 7.435 9.110 -4.195 0.24
H 5.902 10.693 -4.774 0.34
H 5.405 10.950 -3.233 0.42
H 4.359 8.890 -5.207 0.30
H 4.006 11.185 -5.734 0.33
H 3.256 11.307 -4.276 0.45
H 1.755 10.822 -6.404 0.38
H 1.371 9.659 -5.096 0.32
H 1.711 9.188 -8.276 0.32
H 1.104 7.754 -7.327 0.27
H 2.674 7.801 -8.231 0.26
```

=====

# 3
ORCA calculation (ωB97M-V/def2-TZVPD) on 2 unconnected molecules or ions with the total composition C6H17NO.

Results
Structure (SMILES) = CCCCCCN.O

The geometry in XYZ format:
```
25
Properties=species:S:1:pos:R:3:mulliken_charge:R:1
C 1.702 -1.810 -1.512 -1.20
C 0.241 -1.705 -1.104 -0.55
C 0.075 -0.935 0.214 -0.74
C 0.604 0.499 0.239 -0.64
C 0.014 1.407 -0.836 -0.51
C -1.497 1.563 -0.746 -0.79
N -2.023 2.069 0.519 -0.62
H 2.125 -0.854 -1.837 0.27
H 1.838 -2.459 -2.372 0.41
H 2.293 -2.241 -0.704 0.28
H -0.161 -2.702 -0.963 0.38
H -0.371 -1.234 -1.871 0.25
H 0.553 -1.555 0.979 0.54
H -0.978 -0.886 0.492 0.39
H 0.345 0.900 1.228 0.40
H 1.697 0.564 0.247 0.32
H 0.239 1.009 -1.838 0.26
H 0.515 2.372 -0.790 0.36
H -1.899 2.244 -1.507 0.38
H -1.959 0.598 -0.954 0.31
H -1.861 1.424 1.283 0.29
H -1.518 2.926 0.745 0.25
H 0.256 -0.556 4.426 0.29
H 0.105 -0.425 2.919 0.31
O -0.336 -0.211 3.747 -0.63
```

=====

# 4
ORCA calculation (ωB97M-V/def2-TZVPD) on a single C15H12N2O3 molecule in a non-equilibrium geometry.

Results
Structure (SMILES) = O=C(C[C@@]1(O)C(=O)Nc2ccccc21)c1cccnc1

The geometry in XYZ format:
```
32
Properties=species:S:1:pos:R:3:mulliken_charge:R:1
O 1.755 -0.849 1.145 -0.62
C 0.537 -0.680 1.445 0.14
C -0.261 -1.693 2.155 0.33
C 0.269 -2.615 2.792 0.34
N -0.566 -3.499 3.398 -0.51
C -1.697 -3.283 3.499 -0.01
C -2.382 -2.179 2.900 -0.99
C -1.707 -1.518 2.013 -0.07
H -2.212 -0.722 1.459 0.42
H -3.504 -2.377 2.921 0.28
H -1.970 -4.211 4.015 0.40
H 1.465 -2.722 2.600 0.26
C -0.210 0.780 0.937 -2.12
H -0.738 0.997 1.662 1.08
H 0.724 1.454 0.964 0.39
C -0.466 0.909 -0.448 2.40
C 0.477 0.974 -1.414 -0.11
C 1.568 0.078 -1.844 0.18
C 2.520 0.210 -2.826 -1.33
C 2.530 1.692 -3.368 -0.39
C 1.416 2.518 -3.145 -0.60
C 0.723 2.265 -2.085 -0.07
N -0.420 2.832 -1.558 -0.01
C -1.121 2.242 -0.612 -0.32
O -2.231 2.248 -0.301 -0.55
H -0.815 3.711 -1.820 0.23
H 1.237 3.606 -3.472 0.28
H 3.268 1.784 -4.180 0.36
H 3.294 -0.190 -3.136 0.63
H 1.607 -0.958 -1.350 0.15
O -1.291 -0.434 -0.695 -0.57
H -1.801 -0.371 -1.649 0.39
```

=====

# 5
ORCA calculation (ωB97M-V/def2-TZVPD) on a molecular structure, C58H46F10N7OPdSb in a non-equilibrium geometry.

Results
Net charge = +2

The geometry in XYZ format:
```
124
Properties=species:S:1:pos:R:3:mulliken_charge:R:1
Pd 0.159 -0.398 -0.176 2.38
C 0.891 -0.238 3.266 -1.08
N 0.430 0.735 2.284 0.99
C 1.466 1.681 1.904 -1.67
C 2.614 1.053 1.131 -1.00
N 2.180 0.418 -0.105 0.83
C 3.096 -0.071 -0.951 -0.86
C 4.468 -0.305 -0.677 0.61
F 4.970 -0.011 0.522 -0.44
C 5.314 -0.872 -1.603 0.25
F 6.577 -1.110 -1.293 -0.32
C 4.842 -1.210 -2.870 0.71
F 5.653 -1.753 -3.754 -0.36
C 3.514 -0.958 -3.205 0.30
F 3.079 -1.231 -4.424 -0.40
C 2.674 -0.405 -2.272 0.42
F 1.428 -0.119 -2.656 -0.46
C -0.803 1.368 2.731 -1.76
C -2.024 0.565 2.278 -0.94
N -1.981 0.495 0.828 1.53
C -3.142 -0.003 -0.829 0.38
C -4.602 0.119 -0.247 1.36
F -5.059 -0.157 2.071 -0.38
C -5.668 0.143 -1.299 -0.45
F -6.913 0.259 -0.848 -0.34
C -5.411 0.001 -2.596 0.32
F -6.365 -0.018 -3.510 -0.30
C -4.037 -0.125 -3.095 0.24
F -3.904 -0.154 -4.408 -0.30
C -2.985 -0.148 -2.278 -0.51
F -1.737 -0.150 -2.750 -0.27
H 1.224 0.241 4.197 0.33
H 1.710 -0.834 2.867 0.00
H 0.085 -0.928 3.505 0.27
H 1.907 2.182 2.781 0.28
H 1.008 2.457 1.286 0.49
H 3.181 0.367 1.766 0.54
H 3.316 1.854 0.870 0.48
H -0.866 2.373 2.305 0.49
H -0.832 1.487 3.822 0.51
H -2.953 1.009 2.645 0.37
H -1.983 -0.454 2.668 0.60
C -10.514 9.124 -0.132 -0.85
O -10.582 7.710 0.054 -0.44
C -9.454 6.999 0.026 0.93
C -9.607 5.616 0.215 -0.68
C -8.513 4.794 0.204 -0.51
C -7.228 5.325 0.004 0.24
C -7.085 6.701 -0.182 -0.58
C -8.180 7.543 -0.173 -0.78
C -6.107 4.424 0.003 0.15
N -6.102 3.147 0.200 -0.78
C -4.782 2.743 0.133 1.00
C -3.944 3.876 -0.181 0.75
N -4.772 4.900 -0.252 0.03
C -2.543 3.799 -0.542 0.55
C -1.764 4.880 -0.963 -0.99
C -0.464 4.638 -1.350 -1.39
C 0.021 3.328 -1.293 -0.32
N -0.701 2.296 -0.879 0.19
C -1.962 2.525 -0.526 -1.17
C -2.742 1.350 -0.058 0.35
N -2.216 -0.748 0.036 1.04
C -2.737 -1.895 0.717 -0.49
C -4.010 -1.992 1.068 -1.66
C -4.985 -0.872 0.877 -0.44
C -4.196 1.529 0.173 -0.74
H -11.539 9.474 -0.075 0.25
H -10.097 9.363 -1.111 0.36
H -9.923 9.587 0.659 0.36
H -10.603 5.226 0.367 0.46
H -8.629 3.729 0.350 0.51
H -6.114 7.156 -0.332 0.22
H -8.042 8.602 -0.317 0.45
H -4.534 5.851 -0.489 0.25
H -2.160 5.887 -0.992 0.48
H 0.176 5.438 -1.690 0.48
H 1.038 3.105 -1.594 0.49
H -2.009 -2.671 0.924 0.37
H -4.362 -2.884 1.569 0.65
H -5.986 -1.258 0.686 0.89
C -0.234 -3.797 3.116 -1.40
C -0.708 -4.745 2.048 0.91
C -1.549 -5.791 2.428 -0.89
C -2.032 -6.702 1.506 -0.80
C -1.664 -6.591 0.173 -1.00
C -0.825 -5.562 -0.219 -0.49
C -0.352 -4.627 0.701 1.11
Sb 0.964 -3.078 0.042 1.17
C 1.335 -3.659 -1.979 1.54
C 2.621 -4.074 -2.327 -1.14
C 2.944 -4.386 -3.638 -0.88
C 1.976 -4.276 -4.624 -1.06
C 0.702 -3.844 -4.290 -0.62
C 0.362 -3.528 -2.977 0.19
C -1.036 -3.053 -2.678 -1.06
C 2.775 -3.697 0.942 0.63
C 3.565 -2.668 1.453 -0.24
C 4.783 -2.919 2.066 -1.02
C 5.215 -4.231 2.174 -0.94
C 4.431 -5.260 1.677 -0.78
C 3.204 -5.025 1.059 0.46
C 2.398 -6.203 0.585 -1.32
H 0.087 -4.347 4.001 0.57
H -1.041 -3.129 3.430 0.38
H 0.611 -3.186 2.800 -0.18
H -1.815 -5.896 3.473 0.51
H -2.675 -7.509 1.830 0.44
H -2.010 -7.314 -0.554 0.47
H -0.495 -5.525 -1.249 0.51
H 3.387 -4.163 -1.564 0.45
H 3.945 -4.716 -3.885 0.52
H 2.211 -4.519 -5.651 0.42
H -0.048 -3.746 -5.064 0.49
H -1.516 -2.686 -3.584 0.54
H -1.023 -2.237 -1.949 -0.37
H -1.665 -3.845 -2.270 0.40
H 3.220 -1.646 1.364 -0.33
H 5.384 -2.104 2.447 0.56
H 6.163 -4.457 2.643 0.43
H 4.778 -6.282 1.767 0.50
H 3.054 -7.043 0.365 0.58
H 1.820 -5.984 -0.312 0.05
H 1.693 -6.523 1.355 0.29
```

=====

# 6
ORCA calculation (ωB97M-V/def2-TZVPD) on 2 unconnected molecules or ions with the total composition C12H17NO in a non-equilibrium geometry.

Results
Structure (SMILES) = CCc1c[nH]c2ccccc12.CCO

The geometry in XYZ format:
```
31
Properties=species:S:1:pos:R:3:mulliken_charge:R:1
C 2.489 -1.946 -2.566 -0.11
C 1.498 -2.046 -3.726 -0.79
O 2.707 -3.274 -2.074 -0.52
H 3.412 -1.596 -3.061 0.23
H 2.374 -1.155 -1.828 0.23
H 0.885 -2.929 -3.548 0.27
H 3.123 -3.169 -1.233 0.28
H 1.882 -2.273 -4.715 0.34
H 0.853 -1.176 -3.673 0.06
C -0.740 0.213 -0.911 -0.08
C -1.138 1.133 -2.122 -1.17
C -1.262 0.785 0.366 0.58
C -2.504 1.274 0.619 -0.79
C -0.489 0.760 1.557 0.65
C -1.441 1.180 2.580 -0.18
C 0.814 0.594 2.040 -0.45
C -1.290 1.167 3.972 -0.58
C 1.003 0.740 3.418 -0.46
C 0.049 1.027 4.379 -0.61
N -2.626 1.509 1.978 -0.06
H -1.275 -0.727 -1.014 0.31
H 0.310 -0.078 -0.934 -0.02
H -2.210 0.987 -2.225 0.28
H -3.367 1.314 -0.024 0.36
H -3.396 2.009 2.392 0.22
H 1.532 -0.037 1.527 0.22
H -2.115 1.047 4.660 0.37
H 2.031 0.535 3.681 0.36
H 0.287 1.153 5.425 0.38
H -0.636 0.852 -3.049 0.34
H -0.761 2.128 -1.892 0.33
```

=====

Record order is preserved below.
Relative energy (zero: lowest compared OMol25 entry of this formula, charge and spin): 30.58; 244.87; 4.52; 251.72; 41.24; 57.74 kcal per mole